C24H25Cl2NO7P | wB97M-V/def2-TZVPD

Output
calculated total energy = -75444.5917 eV
total charge = -1
lowest unoccupied orbital energy = 0.422 eV
Kohn-Sham gap = 4.9 eV

Each line ends with the natural charge from an NBO analysis.
Cartesian coordinates (Å):
Cl -6.44180 -3.98600 -1.72815  -0.004
Cl -7.79145 -1.33460 -0.50254  0.021
P -4.18489 -1.03426 1.65441  1.482
O -4.79630 -0.51225 2.92093  -1.063
O 3.97706 -5.20023 3.09464  -0.563
O -2.72186 1.54809 2.50052  -0.470
O 3.15026 -6.99369 2.21850  -0.551
O 2.64060 -5.05868 1.40059  -0.584
O 4.86672 -1.14765 1.81258  -0.565
O -2.69393 4.51753 -1.26845  -0.502
N 3.25643 -5.75369 2.23898  0.709
C -6.09325 -1.31648 -1.03958  -0.097
C -3.41672 1.28947 0.16716  0.023
C 3.51002 -1.52844 -0.28754  -0.441
C 1.46694 3.02877 -0.20208  0.024
C -3.44864 2.20277 -0.98956  -0.131
C -1.01959 2.11573 0.85582  -0.152
C -4.29860 0.10979 0.19000  -0.383
C 2.89230 3.44692 -0.74659  -0.432
C -5.22737 0.84862 -2.09339  -0.193
C 3.32931 0.90306 -1.34021  -0.409
C 0.19045 1.70753 1.53621  -0.172
C 0.23266 3.46524 -0.85074  -0.230
C 4.33218 -2.15060 0.92764  -0.085
C -2.43034 3.39387 -0.92244  0.545
C -4.02736 -2.51461 -1.99426  -0.664
C 1.46167 2.17093 0.99880  -0.207
C -1.04147 3.00468 -0.31958  -0.032
C -5.17079 -0.07672 -0.96496  -0.034
C -2.42276 1.62493 1.34011  0.536
C 3.84226 -0.58204 2.64361  -0.254
C -5.53179 -2.44954 -1.54408  0.011
C 3.86740 2.21043 -0.65596  -0.405
C -4.35545 2.01938 -2.11817  -0.158
C 4.27644 -0.33750 -0.98122  -0.414
H 5.10818 0.06955 -0.35305  0.216
H 0.16244 1.04199 2.42391  0.245
H 3.97224 0.54013 2.59828  0.154
H 3.22206 1.04697 -2.45497  0.197
H 2.82688 -0.83866 2.24511  0.178
H 0.23314 4.13485 -1.74471  0.233
H -3.77237 -1.72638 -2.74450  0.238
H 3.95363 -0.90009 3.71926  0.191
H 4.79983 2.50102 -1.22431  0.211
H -3.79565 -3.50814 -2.45747  0.247
H 2.40362 1.84145 1.49348  0.239
H 4.21431 1.99198 0.39337  0.206
H -5.92873 0.67661 -2.94402  0.238
H -4.74485 -2.29883 1.32434  -0.051
H 3.44307 -2.36295 -1.04327  0.221
H 2.30270 0.60229 -0.98841  0.205
H -3.33281 -2.38944 -1.12148  0.233
H 5.16573 -2.79824 0.55574  0.194
H -4.39358 2.73481 -2.97393  0.243
H 3.62114 -2.79932 1.51840  0.237
H 2.73441 3.64523 -1.84801  0.206
H -2.77721 -1.20574 1.89287  -0.057
H 3.27791 4.38011 -0.26980  0.227
H 4.66581 -0.71676 -1.96742  0.202
H 2.45977 -1.29320 0.01966  0.195

C24H67AlF4N7O15S4 | wB97M-V/def2-TZVPD

Output
calculated total energy = -127894.3306 eV
total charge = +1
lowest unoccupied orbital energy = -9.917 eV
Kohn-Sham gap = 0.8 eV

Each line ends with the Löwdin charge.
Cartesian coordinates (Å):
S -10.73937 5.90149 -5.03581  0.422
S -9.04588 5.08377 -6.23823  0.557
S -2.25211 0.69943 -2.41325  0.624
S -0.88904 1.73756 -0.97126  0.339
Al -6.12970 5.99337 0.15954  0.994
F -0.89770 3.07439 -0.10445  -0.223
F -7.48266 4.71050 -5.88107  -0.224
F -3.81986 0.59983 -2.59287  -0.176
F -10.96237 6.35837 -3.54037  -0.228
O -1.83283 1.02713 -3.77036  -0.238
O 1.12668 0.90652 -9.62145  -0.075
O -11.83219 4.91259 -4.98503  -0.192
O -1.89263 -0.69587 -1.89220  -0.272
O 9.65347 1.98052 1.09953  -0.156
O -7.84909 1.15609 2.36400  -0.213
O 5.86788 11.15516 -0.72850  -0.048
O -9.54920 3.79386 -6.55682  -0.212
O -8.86158 6.05742 -7.29551  -0.219
O 0.12166 2.17515 -1.88309  -0.182
O 5.15902 0.13082 7.62200  -0.198
O -0.59835 0.84837 0.11854  -0.195
O -10.96845 7.23685 -5.59910  -0.185
O -8.59048 -6.16047 0.05160  -0.195
O 1.37550 -8.14992 -3.38211  -0.190
N -2.26650 1.97005 -1.31105  -0.169
N 13.21006 1.80120 2.04794  0.084
N 3.97561 -7.33648 -2.25527  0.110
N -9.36302 5.56745 -4.67126  -0.160
N -7.90051 -8.73959 2.65265  0.048
N 4.79360 3.14911 8.22905  0.078
N -6.16829 2.07354 4.33884  0.038
C 11.95809 3.73697 1.33105  -0.060
C -9.06653 0.81895 1.72728  -0.113
C -6.33791 -6.97541 2.04096  -0.051
C 10.88190 1.36712 1.24945  -0.214
C -6.13478 0.70358 3.89091  -0.451
C -5.51311 -0.13009 5.02023  -0.069
C 11.88872 2.38241 1.90426  -0.458
C -0.15409 2.37779 -11.05040  -0.100
C 3.07821 -5.68930 -3.86728  -0.043
C 1.52748 -7.17958 -2.36146  -0.194
C -8.56167 -7.47364 0.68689  -0.141
C 4.45176 2.35792 7.03951  -0.392
C -7.79754 -7.41765 2.05248  -0.427
C 5.03799 10.08182 -0.93054  -0.375
C -7.43862 0.15237 3.29144  -0.181
C 5.37066 1.19739 6.64988  -0.168
C 5.96480 -1.00922 7.42373  -0.128
C 4.59000 3.50116 6.05111  -0.095
C 0.79784 1.17710 -10.97787  -0.324
C -8.53077 -6.19634 -1.38279  -0.070
C 0.04436 -8.70465 -3.55424  -0.063
C 8.99347 1.48660 -0.07146  -0.081
C 2.90004 -6.37657 -2.48196  -0.352
C 4.95029 8.97810 0.12626  -0.094
H -6.32643 -6.06041 1.44874  0.073
H -8.34101 -5.19162 -1.76047  0.093
H 4.41923 3.13997 5.03697  0.079
H 2.11199 -5.30018 -4.18839  0.080
H 7.99595 1.91239 -0.17986  0.090
H 10.78598 0.54707 1.96109  0.130
H 5.47596 9.50601 -1.74585  0.101
H 4.89247 -7.16385 -2.64214  0.095
H -8.24777 -0.00749 4.00406  0.124
H 13.91364 2.47458 2.31559  0.083
H 1.63242 -7.67234 -1.39487  0.117
H 9.45414 1.87510 -0.97972  0.090
H -8.36917 -6.80623 2.75070  0.136
H -5.91088 -6.82442 3.03240  0.082
H 12.77113 4.36186 1.70062  0.082
H 11.07576 4.31057 1.61488  0.088
H -7.34300 -0.78192 2.73822  0.126
H -8.18959 -8.28193 0.05734  0.126
H 0.32120 0.90440 -9.09915  0.079
H -0.43367 2.72212 -12.04607  0.070
H -1.12797 2.02224 -10.71385  0.067
H 5.20662 0.70824 5.68970  0.127
H 6.00677 -1.47492 6.43912  0.083
H 7.00721 -0.82025 7.68021  0.082
H 4.58017 8.01864 -0.23506  0.073
H 11.33811 2.42552 2.84398  0.135
H -6.15173 -0.18483 5.90186  0.082
H -9.60916 -7.59683 0.96201  0.126
H -9.88364 0.77157 2.44714  0.086
H 5.50973 3.82643 8.00884  0.075
H 0.27394 0.34169 -11.44234  0.100
H -9.50884 -6.61622 -1.61769  0.094
H 4.01189 10.32356 -1.20763  0.115
H -5.72743 -7.61787 1.40641  0.084
H -8.95130 -0.09329 1.14191  0.091
H -5.26487 2.17164 4.77963  0.065
H -0.26925 -9.21827 -2.64542  0.085
H -6.83154 1.97523 5.09418  0.074
H 3.47207 1.88245 7.08693  0.147
H -0.62945 -7.84853 -3.58802  0.080
H -4.54568 0.28929 5.29645  0.074
H 3.36518 -6.33031 -4.70086  0.083
H 5.96454 8.80504 0.48605  0.068
H 3.71161 -4.81136 -3.74034  0.076
H 1.62421 1.35870 -11.66507  0.108
H -8.80423 -8.78603 3.10123  0.079
H 5.52460 4.06200 6.04262  0.082
H 0.23166 3.20993 -10.46150  0.076
H 11.34806 1.06640 0.31118  0.128
H 2.95807 -5.63919 -1.68134  0.138
H 5.59243 -1.73565 8.14605  0.090
H -7.74250 -6.89019 -1.67485  0.086
H 3.86284 4.30247 6.18240  0.084
H 6.79497 10.92764 -0.83025  0.093
H 8.97398 0.39758 -0.11336  0.093
H 6.39140 1.57620 6.70189  0.125
H -5.37797 0.70409 3.10647  0.134
H 3.75130 -8.24113 -2.64435  0.089
H -9.39260 1.66397 1.12088  0.083
H 12.10169 3.63470 0.25540  0.095
H -0.18984 -9.32425 -4.41990  0.092
H 4.31246 9.39630 0.90496  0.068
H 0.67931 -6.50645 -2.23656  0.123
H -5.23817 -1.12896 4.68147  0.077
H 4.98462 2.58891 9.04746  0.086
H 12.97569 1.32930 2.90962  0.082
H -7.28952 -8.76441 3.45650  0.077

C9H18Cl2HfN2O | wB97M-V/def2-TZVPD

Output
calculated total energy = -41003.6627 eV
ΔE to the lowest compared entry with this formula, charge and spin = 63.4 kcal per mole
lowest unoccupied orbital energy = -0.332 eV
Kohn-Sham gap = 6.2 eV

Each line ends with the natural charge from an NBO analysis.
Cartesian coordinates (Å):
Hf 1.46606 -0.36050 -0.23661  1.541
Cl 2.51864 0.85135 1.50132  -0.465
Cl 1.56102 -2.68797 -0.34168  -0.455
O -0.27059 -0.64347 1.30251  -0.728
N -0.95415 -0.79992 3.50638  -0.592
N -2.17690 -1.76757 1.84856  -0.814
C -1.74378 0.73334 -1.63412  -0.403
C 3.17958 -0.12354 -1.23841  -0.958
C 0.54128 -0.67367 -3.05629  -0.423
C -1.94410 -0.17449 -2.85812  -0.402
C -0.72693 -0.37197 -3.80090  -0.393
C 0.18221 -0.10453 4.09577  -0.431
C -0.29857 0.91116 -1.20540  -0.369
C -1.09264 -1.04655 2.19829  0.814
C 0.61129 0.49846 -2.04927  -0.379
H 0.75520 0.45147 3.33528  0.266
H -2.31616 0.35420 -0.78639  0.205
H 0.43237 -1.63832 -2.57118  0.225
H -2.09501 1.74016 -1.90958  0.219
H 0.87802 -0.81634 4.55734  0.203
H -0.11371 1.78866 -0.56654  0.237
H 1.42128 -0.71409 -3.73639  0.235
H 3.31157 1.03019 -1.47211  0.197
H -1.68323 -1.19542 4.11598  0.391
H -0.98976 -1.18959 -4.46933  0.210
H -0.19003 0.59292 4.84586  0.202
H -2.78405 0.16293 -3.47545  0.216
H -2.29681 -2.01800 0.89820  0.418
H 3.22540 -0.66487 -2.26076  0.200
H 1.41977 1.16368 -2.49098  0.241
H -0.49416 0.50626 -4.39973  0.198
H -2.24246 -1.12974 -2.39777  0.195
H -2.84346 -2.11902 2.56980  0.397

C28H38N4O3P2SW | wB97M-V/def2-TZVPD

Output
calculated total energy = -72964.4889 eV
2S+1 = 3
ΔE to the lowest compared entry with this formula, charge and spin = 113.3 kcal per mole
total charge = +2
lowest unoccupied orbital energy (alpha / beta) = -8.727 / -9.166 eV
Kohn-Sham gap (alpha / beta) = 3.9 / 3.5 eV

Each line ends with the Löwdin spin population.
Cartesian coordinates (Å):
W 0.84828 0.81711 1.44068  1.544
S 6.28247 3.13934 0.93491  0.000
P -1.39189 0.32864 1.82685  0.113
P -0.44914 0.96918 -2.01124  0.001
O 7.61725 2.80079 0.52273  0.000
O 5.52050 2.12241 1.61256  0.000
O 5.72346 4.44201 0.64539  0.000
N -1.17209 1.62669 -3.52269  0.001
N -3.15741 1.05640 2.19984  0.022
N -0.58274 -0.71569 -2.72542  0.000
N -2.23806 -1.20417 2.73497  0.025
C -4.43556 0.55422 1.95328  0.002
C -2.29588 -2.79951 4.34348  -0.001
C -1.86531 -0.23292 0.14383  0.036
C -1.58221 3.22992 -5.08331  0.000
C 1.53071 -1.62078 0.96947  0.006
C 0.69239 2.60419 0.51009  0.041
C -1.26171 -2.76608 -3.45797  0.000
C 2.70463 0.03302 -0.83513  0.007
C 1.83835 0.88773 3.25272  0.032
C -1.72751 -1.56898 3.97089  0.023
C 4.45892 -0.57475 0.81784  -0.003
C -4.65241 2.56948 2.97341  0.000
C 2.28050 -2.77123 0.95303  0.009
C -1.93969 0.90367 -0.92800  0.002
C -1.08212 2.99075 -3.81321  0.000
C 3.39041 0.37281 0.51964  0.001
C -1.67529 -1.55403 -2.91504  0.000
C -1.81801 1.03194 -4.61342  0.000
C -3.29917 2.26726 2.83467  0.006
C -5.39160 1.46573 2.42816  0.006
C -3.18480 -3.18771 3.31416  0.025
C -3.12596 -2.18812 2.31259  0.002
C 0.52155 -1.36619 -3.29693  0.001
C 0.12664 -2.63401 -3.68653  0.000
C 3.36917 -2.93886 -0.02207  0.003
C 4.54729 -1.87140 0.10317  0.002
C -2.03887 1.98251 -5.60085  0.000
C 1.57405 -0.87035 -0.43856  0.006
H 0.70369 -3.45016 -4.09971  0.000
H -6.44484 1.31388 2.29287  0.001
H -1.91780 -3.62193 -3.63570  0.000
H -2.63830 -1.16116 -2.69097  0.000
H 2.39902 0.96065 -1.40003  0.001
H 3.95092 1.33320 0.38091  0.000
H 1.54562 3.32350 0.74455  0.009
H -3.47751 -2.14769 1.29392  0.000
H -1.59752 4.17548 -5.60412  0.000
H 5.41619 -2.41703 0.52672  0.000
H 4.76297 -1.65868 -0.96840  0.000
H -2.43173 2.85101 3.07245  0.000
H 0.75079 2.45796 -0.59182  0.003
H -1.08900 -1.00824 -0.07068  0.002
H -2.03384 1.92929 -0.50461  0.000
H -2.45023 1.79000 -6.58426  0.000
H 2.67431 1.54450 3.51954  0.009
H -3.72754 -4.11848 3.21679  0.001
H -0.60301 3.62595 -3.09407  0.000
H 2.06212 -0.08475 3.73581  0.001
H -0.89230 -1.04720 4.42473  0.000
H 3.74527 -3.96424 0.06073  0.000
H 2.06594 -3.60421 1.59970  0.001
H -0.30784 3.00948 0.82597  0.031
H 2.93379 -2.88937 -1.01673  0.000
H 0.47733 -1.71598 1.38614  0.005
H 1.42555 -1.62314 -1.24270  0.000
H -5.06055 3.49182 3.34387  0.000
H 0.54602 -0.34940 -0.50276  0.002
H 4.96629 -0.44300 1.76733  0.000
H -4.55814 -0.36390 1.40470  0.000
H 1.49363 -0.88825 -3.37852  0.000
H 3.38890 -0.48281 -1.57648  0.001
H -2.84755 -0.74379 0.16023  0.005
H -1.97096 -0.03049 -4.64857  0.000
H -2.06252 -3.40653 5.21218  0.000
H -2.84987 0.77181 -1.55062  0.001
H 0.99353 1.31087 3.82363  0.021